Entry from the Open Molecules 2025 dataset: a 2-piece molecular cluster, C3H5N3S overall (the ωB97M-V functional and the def2-TZVPD basis).

The value obtained for the HOMO energy (alpha / beta) is -7.9422 / -7.9316 eV. For the energy above the lowest of the compared OMol25 structures with the same formula, charge and spin, the calculation gives 133.90 kcal per mole. As for the multiplicity: 1. As for the LUMO energy (alpha / beta): -0.8 / -0.8 eV.

Each line ends with the natural charge from an NBO analysis.
Geometry (Å):
C 0.452 4.344 -0.549  0.271
C 0.121 1.637 -0.628  0.129
C -0.034 -0.357 1.250  -0.754
N 0.255 5.126 0.309  -0.418
N 0.760 3.552 -1.410  -0.452
N 0.334 0.834 -1.653  -0.732
S -0.227 1.457 0.974  0.461
H -0.126 -0.395 2.361  0.250
H 1.033 -0.631 0.898  0.226
H -0.716 -0.968 0.852  0.215
H 0.807 1.128 -2.470  0.433
H 0.462 -0.063 -1.314  0.372

Cartesian forces (eV/Å) of the 2 atoms listed first:
-0.7459 2.6762 3.4907
1.0512 3.8462 -2.4933